90
Properties=species:S:1:pos:R:3:forces:R:3:lowdin_spin:R:1 method="wB97M-V/def2-TZVPD" relative_energy_kcal_mol=0.0 s2=6.06 charge=+2 spin_multiplicity=5 gap_ev="7.022 / 4.289" homo_ev="-12.02 / -12.81"
Pt -1.54611 1.29538 0.82695 0.0 -0.9 -0.4 1.352
C -1.56427 1.35942 4.57447 0.0 -0.8 0.1 0.005
O -0.64620 0.97430 3.54506 -0.5 0.3 0.3 0.047
C 0.61366 1.44609 3.67366 0.4 0.0 -0.8 0.002
C 1.13177 1.98775 4.82892 -0.6 0.0 0.4 0.043
C 2.48480 2.27328 4.92028 -0.1 0.4 0.7 -0.001
Br 3.14261 2.90106 6.58191 0.0 0.0 -0.3 -0.002
C 3.29771 2.11806 3.84350 0.9 0.2 0.4 0.027
C 2.76935 1.66514 2.63722 -0.3 0.0 -1.6 0.027
C 1.40253 1.33512 2.50485 0.0 -0.4 0.6 0.049
O 0.78331 0.73181 1.45766 0.3 0.1 0.5 0.105
C 3.70244 1.70463 1.52719 0.0 -0.1 0.6 0.111
N 5.05930 1.55149 1.75573 -0.6 0.4 -1.2 0.153
C 5.59539 1.75269 0.55093 0.9 -0.3 0.7 0.108
C 6.99029 1.66718 0.20559 0.0 -0.4 0.2 0.127
C 7.31726 1.82731 -1.10970 -0.3 0.4 0.4 0.011
C 6.33563 2.19249 -2.05889 -1.5 0.0 0.2 0.232
C 4.94376 2.28539 -1.75553 0.4 0.1 0.4 0.000
C 4.61043 2.03690 -0.44628 0.1 -0.2 -0.1 0.107
N 3.41268 1.96632 0.23999 -0.1 0.1 0.0 -0.002
H -1.54954 2.41740 4.75786 0.2 0.6 0.0 0.000
H -1.34242 0.81522 5.50184 -0.2 0.1 -0.2 0.000
H -2.54130 1.10230 4.19019 -0.2 -0.2 0.1 0.002
H 0.47914 2.18922 5.67779 0.3 -0.2 -0.2 0.002
H 4.35425 2.37974 3.90049 -0.3 -0.2 0.0 0.001
H 1.07765 0.85294 0.50238 0.1 0.2 -0.3 0.001
H 7.75385 1.42375 0.96164 -0.6 0.2 -0.4 0.003
H 8.34472 1.75532 -1.39741 0.4 0.0 -0.3 -0.003
H 6.59958 2.41666 -3.07128 0.4 0.0 -0.4 0.012
H 4.16222 2.58393 -2.45559 0.5 -0.2 -0.1 -0.003
H 2.48505 2.12142 -0.16059 0.1 0.0 0.0 -0.001
Cl 0.24241 3.15568 -3.48016 0.1 0.0 -0.1 0.002
C 0.30935 1.39511 -3.25471 -0.1 -0.1 0.9 0.009
C 0.06514 1.12545 -1.74526 1.2 0.4 -1.2 0.010
O 1.10115 0.96500 -1.05521 -0.1 -0.2 0.4 0.002
O -1.12761 1.12833 -1.38730 -0.5 -0.2 0.6 0.133
H 1.29339 1.03430 -3.56744 -0.3 0.1 0.0 0.001
H -0.51358 0.96210 -3.79961 -0.1 -0.1 -0.4 0.000
C -2.98448 3.88816 2.21631 1.3 -0.8 -0.7 0.022
O -1.78647 4.21572 1.42131 -1.1 -0.4 1.2 0.033
C -1.01957 3.21452 0.93971 -0.3 1.4 -0.6 0.095
O -0.01206 3.55892 0.36552 0.4 -0.6 0.2 0.040
H -3.80630 4.41978 1.78956 -0.5 0.3 -0.3 0.001
H -2.85718 4.19914 3.24675 0.3 0.1 0.1 0.001
H -3.16329 2.79567 2.15407 -0.1 0.6 0.1 0.020
C 3.41966 -3.34086 -4.36859 -0.2 -0.9 0.4 0.041
C 2.16865 -3.87594 -3.71858 0.7 -0.4 -0.2 0.229
C 1.07426 -3.03469 -3.49218 -0.3 0.6 -0.1 0.029
C -0.10261 -3.51462 -2.98420 0.3 1.0 -0.4 0.123
C -0.22582 -4.88083 -2.68101 0.5 -0.3 0.2 0.137
N -1.34681 -5.40615 -2.21774 -1.5 -0.2 0.5 0.244
C -2.74891 -4.85936 -2.15607 1.8 -0.3 0.1 0.011
O -3.58995 -5.55190 -2.60442 -0.8 -0.6 -0.5 0.029
N -2.90846 -3.63517 -1.62139 0.6 0.5 0.6 0.000
C -2.21902 -3.04631 -0.50943 -0.1 0.3 -0.6 0.001
C -1.64218 -3.79617 0.48880 0.2 0.8 0.2 0.001
C -1.02339 -3.12026 1.53442 -0.2 0.1 0.0 0.001
C -1.07338 -1.73360 1.57410 0.1 -0.2 -0.2 0.002
N -1.64558 -1.01659 0.59583 0.0 0.2 0.7 0.003
C -2.18862 -1.65425 -0.42809 0.0 -0.4 0.0 -0.001
C 0.89628 -5.75597 -2.85480 0.1 0.4 -0.6 0.106
C 2.05000 -5.25675 -3.37977 -0.1 0.2 0.1 0.016
H 3.50013 -2.28189 -4.22476 0.1 0.6 0.1 0.002
H 3.37270 -3.52930 -5.44539 0.0 -0.1 0.0 0.018
H 4.32178 -3.83625 -3.97697 -0.3 0.1 -0.2 0.006
H 1.19386 -1.98419 -3.78151 -0.3 -0.4 0.3 -0.002
H -0.94814 -2.86283 -2.84698 -0.1 0.1 0.0 0.004
H -1.38608 -6.41907 -2.11953 0.0 0.1 -0.1 0.003
H -3.85544 -3.34797 -1.72198 -0.8 0.3 -0.1 0.000
H -1.71912 -4.85332 0.43434 0.1 -0.8 0.2 0.001
H -0.54789 -3.65862 2.33684 0.0 -0.1 0.1 0.000
H -0.65251 -1.16788 2.39654 0.0 -0.1 -0.1 0.001
H -2.64638 -1.04213 -1.17934 -0.1 0.2 -0.4 0.000
H 0.74758 -6.80475 -2.66728 0.2 -0.3 0.2 0.003
H 2.89541 -5.90075 -3.56313 0.1 -0.2 0.0 -0.002
C -4.08587 3.04931 -1.26973 0.4 0.2 0.0 0.003
C -4.76360 1.76446 -0.89153 0.3 0.3 0.4 0.003
O -4.20453 1.32774 0.35547 0.2 -0.3 0.1 0.074
C -4.89856 0.23274 0.94725 -0.3 0.2 0.1 0.003
C -4.54826 0.20280 2.41452 1.2 -0.1 -0.6 0.010
H -4.49289 3.40755 -2.20768 0.0 0.1 -0.3 0.000
H -3.00230 2.90985 -1.36952 -0.2 0.0 -0.1 0.003
H -4.25330 3.83300 -0.53086 -0.1 -0.1 0.1 0.000
H -4.58836 1.00217 -1.64610 -0.1 -0.2 -0.2 0.000
H -5.83384 1.93192 -0.75453 -0.1 -0.2 0.0 0.002
H -4.64648 -0.72011 0.45431 0.0 0.2 0.0 0.000
H -5.96997 0.41126 0.83132 -0.1 -0.1 -0.1 0.002
H -3.43748 0.14115 2.48218 -0.6 -0.1 0.2 0.010
H -4.98912 -0.63144 2.93288 -0.2 -0.4 0.1 0.001
H -4.85588 1.11835 2.87994 -0.2 0.5 0.3 0.000

***

62
Properties=species:S:1:pos:R:3:forces:R:3:mulliken_charge:R:1 method="wB97M-V/def2-TZVPD" smiles="COc1ccccc1NC(=O)C(=O)N(c1cccnc1)[C@H](C(=O)NC(C)(C)C)c1ccccc1" relative_energy_kcal_mol=535.2 gap_ev=7.609 homo_ev=-8.25
C -2.38497 -3.35732 3.94366 0.5 -6.8 -1.0 -1.128
O -2.38075 -2.57238 2.95924 -0.1 7.2 -7.4 -0.420
C -3.51036 -2.09875 2.25120 3.4 -0.9 0.0 0.549
C -4.76529 -2.61250 2.41047 0.0 -0.8 6.1 -0.395
C -5.82851 -1.98098 1.90103 -4.3 0.2 -0.9 0.038
C -5.71931 -0.92344 0.90076 4.7 -6.4 5.7 -1.367
C -4.41989 -0.76854 0.54622 -0.1 4.3 -3.0 0.071
C -3.26036 -1.18673 1.21144 -5.6 -1.0 0.3 0.246
N -2.09983 -0.67965 0.90313 7.0 -2.9 7.6 0.118
C -1.52293 0.12561 0.13158 -5.5 3.2 -9.1 -0.816
O -2.19430 0.67046 -0.82296 -0.1 0.2 1.7 -0.782
C -0.19156 0.32055 -0.16554 6.6 -2.3 12.4 2.049
O 0.46383 0.13626 1.19319 -2.5 0.9 -6.1 -0.901
N 0.48345 0.73251 -1.15311 -0.6 2.4 -0.1 0.596
C -0.16262 0.90079 -2.31903 -3.8 -7.4 -7.2 0.626
C -0.48155 1.97791 -3.22783 1.9 -5.9 6.1 -1.002
C -0.99155 1.83258 -4.37188 -3.2 -5.0 -4.0 -0.854
C -1.41559 0.32533 -4.66509 -0.2 13.9 -4.7 -0.483
N -1.16039 -0.52676 -3.92021 -1.9 -10.6 -0.5 -0.492
C -0.54222 -0.53711 -2.89418 4.9 7.5 9.1 -0.324
C 1.77193 1.26628 -1.04460 2.6 2.8 -3.3 0.817
C 2.84394 0.11058 -1.08031 -2.9 4.6 -0.5 -1.011
O 3.54841 -0.08117 -2.01798 1.1 -0.9 -2.2 -0.674
N 2.75920 -0.41755 0.06475 3.9 -6.0 1.9 0.116
C 3.74864 -1.69019 0.22000 -6.0 -0.7 1.0 1.302
C 5.14102 -1.38842 -0.15934 1.2 -2.7 5.8 -1.689
C 3.32572 -2.08807 1.66345 12.0 0.5 0.8 -1.884
C 3.16368 -2.96008 -0.61483 -9.2 12.4 0.1 -1.950
C 2.03625 2.34965 -0.11131 4.5 -1.3 5.9 0.185
C 1.13934 3.00429 0.66696 -3.1 2.3 -3.3 0.165
C 1.41247 4.15815 1.54064 -3.6 -3.7 -1.2 -1.071
C 2.59723 4.20133 2.05779 6.3 -3.0 -0.9 -0.274
C 3.71103 3.24970 1.61934 -7.5 -1.0 -5.1 -1.055
C 3.44621 2.33095 0.46032 -7.1 8.2 5.4 -0.891
H -1.42908 -3.61813 4.22192 2.3 -0.1 1.0 0.321
H -2.96591 -3.11839 4.65962 -3.8 2.1 5.8 0.531
H -2.80789 -4.29678 3.59092 -0.2 -1.0 0.2 0.404
H -5.01929 -3.06642 3.57495 1.0 0.5 -3.7 0.162
H -6.80057 -2.48416 2.34744 1.5 1.8 -1.4 0.221
H -6.53355 -0.71660 0.44842 -5.1 2.4 -3.3 0.525
H -4.35366 0.03481 -0.28752 0.8 -1.6 1.4 0.198
H -1.36581 -0.88700 1.74968 -1.6 0.2 -2.5 0.315
H 0.04007 2.58691 -2.73982 3.2 7.9 2.5 0.752
H -1.12607 2.73398 -4.88302 -0.5 0.7 -1.8 0.467
H -1.81961 0.29293 -5.58119 -1.9 -1.1 -3.3 0.509
H -0.34667 -1.24318 -2.13104 0.1 -1.8 0.0 0.635
H 1.93541 2.05272 -1.89254 -0.4 -2.4 -0.2 0.657
H 2.35667 -0.05079 0.91492 -0.8 0.2 -0.3 0.414
H 5.65707 -0.73185 0.59143 -0.5 0.0 -1.0 0.283
H 5.58746 -2.41414 0.10951 0.1 1.3 -1.1 0.467
H 5.13962 -1.13190 -1.13118 0.8 0.9 -3.1 0.540
H 2.48884 -2.44240 2.00016 -5.2 -1.6 1.0 0.658
H 4.20325 -2.96785 2.01911 -2.5 1.6 -1.3 0.287
H 3.86987 -1.39231 2.39793 -1.6 -0.1 -0.8 0.399
H 3.12374 -2.77334 -1.62600 0.4 0.7 -2.5 0.495
H 3.61973 -3.70744 -0.47902 6.3 -10.6 2.6 0.836
H 1.95705 -3.00739 -0.39012 3.1 -0.3 0.0 0.181
H 0.11633 2.87259 0.07184 1.3 0.7 2.3 0.135
H 0.61152 4.58803 2.11536 -0.5 0.6 -0.6 0.329
H 2.87072 4.89129 2.76939 0.5 1.5 1.7 0.475
H 4.65209 3.46856 1.80785 4.3 0.6 1.6 0.512
H 4.17991 1.79820 0.20369 5.5 -4.3 -2.6 0.873

***

128
Properties=species:S:1:pos:R:3:forces:R:3:mulliken_charge:R:1 method="wB97M-V/def2-TZVPD" gap_ev=6.663 homo_ev=-7.43
C -5.69791 -0.66045 1.51762 2.4 2.0 -9.4 -1.116
C -5.30138 -0.19006 0.22982 -1.4 -5.5 8.5 0.086
C -4.65976 0.10827 -1.28241 -0.2 0.3 1.6 0.159
C -3.01675 0.40885 -1.19517 -0.3 -0.5 0.2 0.779
C -2.25834 -0.66510 -2.17467 -0.2 0.0 0.4 -1.391
C -0.66872 -0.94479 -1.75643 0.1 -0.5 -0.6 2.342
C -0.01899 0.56508 -1.79882 0.8 0.4 -0.4 -0.767
C 1.62160 0.60723 -1.81021 -0.6 0.2 -1.8 0.406
F 2.08582 1.85603 -1.16290 -0.8 -2.7 -0.9 -0.379
C 0.02987 -1.94157 -2.90030 0.9 0.5 -2.8 -0.522
C -0.94365 -2.54688 -4.09236 0.2 -0.9 -0.4 -0.672
C -1.88381 -3.80806 -3.61703 0.5 -4.0 -1.8 0.013
N -1.67199 -5.10614 -4.09907 -0.5 6.0 1.9 -0.653
N 0.83296 -3.07491 -2.23271 -1.1 0.3 4.7 0.231
C 0.69301 -3.09226 -0.86636 -1.2 1.0 -2.6 -0.628
C -0.35270 -1.86100 -0.43382 1.0 -1.4 1.9 0.510
C 0.44065 -1.21550 0.85027 1.5 -0.8 1.1 -1.221
S -0.47264 0.17011 1.72671 0.5 0.5 -0.1 -0.204
C 0.76576 1.29494 2.62748 1.5 0.3 1.6 0.068
C 0.95324 0.86488 4.23282 0.8 0.0 -0.6 -0.127
C -1.55443 -2.70990 0.29210 -5.2 -4.1 3.2 -0.030
O -2.77431 -2.25853 0.59674 6.9 -1.2 -2.4 -0.519
O -1.24388 -4.11598 0.70284 0.3 6.7 -2.8 -0.674
H -6.27602 -1.25389 2.35507 1.7 1.7 -2.1 0.325
H -5.21051 1.05793 -1.69166 1.2 -2.5 0.8 -0.165
H -4.91741 -0.83171 -1.93162 0.5 1.8 1.3 0.302
H -2.75756 1.52467 -1.50190 -0.7 -2.6 0.5 0.071
H -2.73903 0.27108 -0.06409 -0.3 0.0 -2.4 0.141
H -2.23769 -0.17030 -3.26083 -0.1 -1.3 2.3 0.290
H -2.90908 -1.65549 -2.16062 1.6 2.1 -0.1 -0.177
H -0.39888 1.05441 -2.81901 0.8 -1.1 2.2 0.471
H -0.37759 1.27892 -0.94060 0.5 -1.8 -1.5 0.116
H 2.14144 -0.37372 -1.41661 -1.1 2.4 -0.2 -0.406
H 1.94084 0.69308 -2.95736 -0.4 0.0 2.6 0.215
H 0.89394 -1.44450 -3.55712 -2.0 -0.4 1.6 -0.086
H -1.55023 -1.69544 -4.66885 1.3 -1.8 1.7 0.199
H -0.19711 -2.98418 -4.91495 -1.6 0.8 1.8 0.416
H -2.82335 -3.70982 -2.88714 2.4 0.0 -1.6 0.294
H -0.85609 -5.08941 -4.74975 -0.6 0.2 0.5 0.265
H 1.48443 -3.77092 -2.65766 -1.0 1.1 -0.1 0.399
H 1.24855 -3.86806 -0.17646 -1.4 1.9 -1.5 0.384
H 0.54712 -2.09599 1.64940 -0.3 1.7 -1.9 0.635
H 1.54682 -0.87353 0.62055 -2.2 -0.6 0.1 0.246
H 1.84248 1.24907 2.12786 -2.4 0.2 0.8 0.151
H 0.39816 2.42488 2.66598 0.5 -2.6 -0.7 -0.057
H 1.80816 1.53677 4.69547 -1.8 -1.3 -1.0 -0.160
H -0.02154 1.04733 4.86177 1.9 -0.6 -1.4 0.278
H 1.34074 -0.25581 4.29359 -1.1 2.6 -0.1 0.026
C 5.00333 -1.67132 -2.98281 0.5 -0.1 0.0 0.307
Cl 3.52929 -1.85199 -3.94177 0.0 -0.1 -0.2 -0.129
Cl 4.67590 -0.82357 -1.46657 0.3 -0.1 0.0 -0.110
H 5.40450 -2.66232 -2.75686 -0.4 0.4 -0.1 -0.400
H 5.73488 -1.09976 -3.55913 -0.3 0.0 0.1 0.398
C -3.41691 4.16258 0.25963 -0.3 -0.1 0.3 0.357
Cl -2.27192 4.19987 -1.08672 0.3 0.2 -0.1 -0.192
Cl -3.97176 2.51452 0.57738 1.0 1.1 0.8 -0.099
H -2.92599 4.55153 1.15506 -0.1 -0.1 -0.3 0.275
H -4.27889 4.78640 0.01099 0.5 -0.5 -0.1 -0.281
C -1.78443 -6.93877 1.88861 0.1 0.3 -0.5 0.096
Cl -1.65176 -6.67923 3.63219 0.1 0.1 0.1 -0.206
Cl -2.87218 -8.28440 1.52672 0.0 -0.2 0.0 -0.189
H -2.17450 -6.03072 1.42239 0.1 -0.1 0.2 0.091
H -0.79385 -7.16392 1.48604 -0.3 0.0 0.2 0.216
C 4.58005 3.71229 4.67265 0.3 0.3 0.1 -0.124
Cl 3.61297 3.03577 5.98875 0.1 0.2 0.1 -0.167
Cl 4.52717 2.67185 3.24451 0.0 0.1 -0.1 -0.050
H 4.18490 4.69675 4.41043 0.0 -0.4 0.1 0.035
H 5.61654 3.80741 5.00529 -0.3 -0.2 -0.1 0.310
C 7.10274 -0.11289 2.15529 -0.2 0.3 0.3 -0.089
Cl 8.24772 -0.07559 0.80895 0.0 0.1 0.0 -0.113
Cl 6.54789 -1.76094 2.47304 0.0 0.1 0.0 -0.149
H 7.59365 0.27607 3.05073 -0.1 -0.2 -0.3 0.326
H 6.24075 0.51094 1.90666 0.2 -0.2 0.0 0.025
C -4.75952 7.23201 2.45010 -0.3 0.3 0.2 -0.477
Cl -2.99593 7.16392 2.34947 0.1 0.0 0.1 -0.073
Cl -5.50744 6.38385 1.09137 -0.3 0.7 0.3 -0.091
H -5.08106 6.76253 3.38299 0.2 0.0 -0.3 0.339
H -5.07665 8.27756 2.43481 0.2 -0.3 -0.1 0.331
C -7.88352 2.59016 0.80052 -0.4 -0.2 -0.3 -0.501
Cl -7.22988 3.81247 1.89767 -0.2 -0.1 0.1 -0.144
Cl -6.58737 1.73783 -0.04708 -3.1 2.1 -0.5 0.004
H -8.46560 1.86815 1.37840 0.3 0.1 -0.1 0.307
H -8.52740 3.07951 0.06570 0.2 0.0 0.2 0.275
C 0.62704 6.09871 3.16763 -0.3 0.1 0.3 -0.430
Cl 2.39063 6.03063 3.06700 0.0 0.1 0.0 -0.173
Cl -0.12088 5.25056 1.80891 0.0 0.0 0.0 -0.080
H 0.30550 5.62924 4.10053 0.2 0.0 -0.3 0.284
H 0.30991 7.14427 3.15234 0.2 -0.3 -0.1 0.370
C 0.29917 -9.56083 4.57823 -0.3 0.3 0.3 0.050
Cl 1.44415 -9.52354 3.23188 0.1 0.2 0.1 -0.147
Cl -0.25568 -11.20888 4.89597 0.0 0.0 0.1 -0.175
H 0.79008 -9.17188 5.47366 0.0 -0.2 -0.3 0.299
H -0.56282 -8.93701 4.32959 0.3 -0.3 -0.1 -0.038
C 2.54064 -11.14166 0.32263 -0.3 0.0 0.3 0.214
Cl 2.00784 -10.88461 -1.34323 -0.1 0.0 0.0 -0.161
Cl 4.30305 -11.23921 0.41896 0.0 0.0 0.1 -0.162
H 2.19628 -10.30766 0.93902 0.2 -0.3 -0.4 -0.167
H 2.11188 -12.07594 0.69314 0.2 0.2 -0.2 0.287
C -3.17952 8.08250 -1.51790 0.4 -0.1 0.1 0.068
Cl -4.06512 9.34309 -0.65092 0.1 0.1 0.0 -0.166
Cl -4.26467 7.12849 -2.53632 0.0 -0.1 0.0 -0.157
H -2.41993 8.55091 -2.14853 -0.3 -0.1 0.1 0.252
H -2.69994 7.42131 -0.79207 -0.2 0.1 -0.1 0.003
C 10.10832 1.93956 -1.74923 -0.2 0.0 0.3 0.109
Cl 9.57552 2.19661 -3.41509 -0.1 0.0 0.0 -0.162
Cl 11.87073 1.84201 -1.65290 0.0 0.0 0.1 -0.155
H 9.76396 2.77355 -1.13284 0.2 -0.2 -0.2 0.271
H 9.67955 1.00527 -1.37872 0.2 0.2 -0.2 -0.074
C -5.08616 2.40234 -4.96672 0.1 0.2 -0.2 -0.443
Cl -4.95349 2.66188 -3.22314 0.1 0.6 -0.5 0.014
Cl -6.17391 1.05671 -5.32862 0.0 0.0 -0.1 -0.163
H -5.47623 3.31039 -5.43294 0.0 -0.3 0.2 0.347
H -4.09558 2.17718 -5.36930 -0.3 0.0 0.2 0.272
C -3.50676 9.87187 -5.04896 -0.3 0.0 0.3 -0.011
Cl -4.03956 10.12892 -6.71482 -0.1 0.0 0.1 -0.164
Cl -1.74435 9.77432 -4.95263 0.0 0.0 0.2 -0.164
H -3.85112 10.70586 -4.43257 0.2 -0.2 -0.2 0.275
H -3.93553 8.93759 -4.67845 0.2 0.2 -0.2 0.060
C 0.77142 -1.76623 7.28102 0.2 -0.2 0.2 -0.306
Cl 0.58431 -2.21684 5.58191 -0.1 -0.5 0.2 -0.071
Cl -0.00980 -0.21669 7.61795 0.0 0.0 0.2 -0.156
H 0.31542 -2.53789 7.90606 0.0 0.3 -0.2 0.311
H 1.83627 -1.68552 7.51250 -0.3 0.1 -0.1 0.251
C 7.22163 -5.13304 -3.55459 0.4 -0.2 -0.2 -0.283
Cl 5.74759 -5.31372 -4.51355 0.0 0.0 -0.1 -0.138
Cl 6.89420 -4.28529 -2.03835 0.3 -0.2 0.2 -0.140
H 7.62280 -6.12404 -3.32864 -0.2 0.3 0.0 0.310
H 7.95318 -4.56148 -4.13091 -0.3 -0.1 0.2 0.269

***

16
Properties=species:S:1:pos:R:3:forces:R:3:mulliken_charge:R:1 method="wB97M-V/def2-TZVPD" smiles="C=C(C)N(C)SN=O" relative_energy_kcal_mol=110.1 gap_ev=8.601 homo_ev=-8.62
C -1.10013 -1.65667 -0.53186 0.4 2.1 0.1 -1.051
C -0.15485 -0.75480 -0.28415 -1.2 -0.8 -0.6 0.510
C 1.23017 -1.25355 -0.36012 -0.1 -1.4 -0.5 -0.850
N -0.51661 0.58005 0.04940 0.5 -0.9 -0.4 0.183
C -0.01393 1.66878 -0.76269 -1.2 1.2 0.7 -0.886
S -1.36143 0.89332 1.40031 -1.9 0.2 -0.2 0.074
N -0.06067 1.13681 2.34114 3.3 0.9 2.1 0.151
O 0.01788 1.63269 3.45567 -1.3 -0.7 -1.2 -0.447
H -2.07877 -1.30109 -0.43242 -1.6 -0.2 -0.1 0.310
H -0.81978 -2.53822 -1.00997 -0.1 -1.6 -0.2 0.301
H 1.90843 -0.56687 -0.89550 -0.1 -0.8 0.0 0.289
H 1.56150 -1.36457 0.66228 0.5 0.0 0.3 0.247
H 1.03204 -2.35520 -0.76326 1.5 2.5 0.5 0.261
H -0.73489 1.94707 -1.56639 0.3 0.1 0.8 0.251
H 0.88542 1.46357 -1.27706 1.1 -0.7 -0.3 0.339
H 0.20563 2.46866 -0.02539 -0.2 0.1 -1.0 0.319